(1)
Entry from the OMol25 dataset: an isolated molecule of C23H33N3O4 (the ωB97M-V functional and the def2-TZVPD basis).

Geometry (Å):
C  2.71  2.57  4.18
H  1.93  1.96  4.65
O  2.59  2.59  2.78
C  2.73  1.42  2.11
C  2.95  0.18  2.69
C  3.07  -0.96  1.91
C  2.97  -0.89  0.53
C  2.77  0.36  -0.07
C  2.65  1.51  0.70
O  2.43  2.75  0.19
C  2.54  2.93  -1.20
H  1.83  2.32  -1.76
H  3.55  2.71  -1.55
H  2.32  3.99  -1.37
H  2.72  0.42  -1.14
C  2.99  -2.12  -0.35
N  1.70  -2.81  -0.47
C  1.34  -3.67  0.63
C  0.32  -3.02  1.58
N  -0.86  -2.76  0.79
C  -0.77  -2.35  -0.48
O  -1.75  -2.24  -1.20
C  0.63  -1.93  -0.92
C  0.68  -1.75  -2.45
H  1.66  -2.05  -2.82
C  0.44  -0.29  -2.80
O  1.34  0.47  -3.11
N  -0.85  0.07  -2.71
C  -1.28  1.44  -2.87
H  -0.49  1.97  -3.40
H  -2.19  1.46  -3.47
C  -1.53  2.13  -1.51
C  -2.62  1.43  -0.73
C  -2.34  0.60  0.26
C  -3.38  -0.15  1.04
C  -4.77  0.44  0.84
C  -5.00  0.68  -0.65
C  -4.03  1.73  -1.16
H  -4.08  1.80  -2.25
H  -4.31  2.71  -0.77
H  -6.03  1.00  -0.83
H  -4.84  -0.26  -1.19
H  -5.53  -0.24  1.24
H  -4.84  1.39  1.37
H  -3.11  -0.16  2.10
H  -3.37  -1.19  0.69
H  -1.31  0.42  0.55
H  -0.60  2.12  -0.94
H  -1.81  3.17  -1.70
H  -1.51  -0.60  -2.33
H  -0.08  -2.38  -2.92
H  0.75  -0.93  -0.45
H  -1.77  -3.02  1.14
H  0.73  -2.08  1.98
H  0.07  -3.68  2.41
H  0.88  -4.57  0.22
H  2.24  -3.96  1.18
H  3.71  -2.85  0.03
H  3.29  -1.82  -1.35
H  3.26  -1.91  2.39
H  3.04  0.09  3.76
H  3.70  2.21  4.50
H  2.58  3.61  4.50

SMILES = COc1ccc(CN2CCNC(=O)[C@@H]2CC(=O)NCCC2=CCCCC2)cc1OC
net charge = 0
E_HOMO = -7.960 eV
M = 415.53 Da
electronic energy = -1361.4641 Ha
LUMO energy = 0.610 eV
energy relative to the best compared isomer or geometry (same formula, charge and spin) = 271.7 kJ/mol

Atomic partial charges in e from the Löwdin method, atoms 1 to 2:
1. C -0.09
2. H 0.10

---

(2)
Entry from the OMol25 dataset: a cluster of 8 separate species, C23H33N5O10 in total at a distorted geometry (the ωB97M-V functional and the def2-TZVPD basis).

Geometry (Å):
C  -1.93  -0.92  -3.40
N  -3.38  -0.59  -3.68
O  -3.61  0.52  -4.13
O  -4.19  -1.44  -3.40
H  -1.24  -0.11  -3.59
H  -1.76  -1.64  -4.20
H  -1.87  -1.39  -2.43
C  -0.54  1.28  -0.80
N  0.42  0.22  -0.38
O  0.49  -0.79  -1.04
O  1.10  0.48  0.60
H  -0.01  2.22  -0.93
H  -1.29  1.38  -0.02
H  -1.02  1.09  -1.75
C  2.16  -2.58  2.67
N  1.12  -3.28  3.48
O  0.65  -2.67  4.41
O  0.83  -4.41  3.18
H  2.16  -3.08  1.71
H  3.11  -2.76  3.17
H  1.93  -1.52  2.60
C  -1.09  -4.13  -1.50
N  -1.09  -5.43  -2.23
O  -1.57  -6.39  -1.65
O  -0.63  -5.45  -3.36
H  -0.22  -3.55  -1.76
H  -1.29  -4.38  -0.46
H  -1.98  -3.65  -1.92
C  -5.17  3.29  -2.00
N  -4.70  2.70  -0.71
O  -3.52  2.38  -0.66
O  -5.50  2.56  0.19
H  -5.27  2.44  -2.67
H  -4.43  4.03  -2.28
H  -6.13  3.78  -1.86
C  4.03  -2.55  -1.22
C  4.64  -3.74  -0.86
C  5.31  -3.85  0.36
C  5.23  -2.80  1.24
C  4.68  -1.58  0.86
C  4.12  -1.42  -0.38
H  3.60  -2.42  -2.20
H  4.67  -4.54  -1.58
H  5.69  -4.81  0.71
H  5.71  -2.89  2.22
H  4.74  -0.77  1.58
H  3.66  -0.48  -0.64
C  -4.49  1.55  3.32
C  -3.24  1.13  2.84
C  -2.33  0.56  3.72
C  -2.65  0.39  5.04
C  -3.86  0.89  5.53
C  -4.81  1.42  4.67
H  -5.28  1.77  2.62
H  -3.12  1.06  1.77
H  -1.38  0.18  3.35
H  -2.00  -0.13  5.73
H  -4.13  0.83  6.58
H  -5.75  1.83  5.01
C  3.01  3.91  -0.30
C  3.34  5.23  -0.55
C  3.32  5.67  -1.87
C  3.03  4.81  -2.91
C  2.73  3.49  -2.64
C  2.77  3.01  -1.33
H  2.84  3.56  0.71
H  3.56  5.95  0.23
H  3.61  6.69  -2.09
H  2.98  5.13  -3.95
H  2.57  2.76  -3.43
H  2.65  1.94  -1.31

SMILES = C[N+](=O)[O-].C[N+](=O)[O-].C[N+](=O)[O-].C[N+](=O)[O-].C[N+](=O)[O-].c1ccccc1.c1ccccc1.c1ccccc1
net charge = 0
E_HOMO = -9.129 eV
M = 539.54 Da
electronic energy = -1921.8755 Ha
LUMO energy = -0.373 eV

Atomic partial charges in e from the Löwdin method, atoms 1 to 2:
1. C 0.04
2. N -0.44

---

(3)
Entry from the OMol25 dataset: a structure of composition C23H33NO6RuSi (the ωB97M-V functional and the def2-TZVPD basis).

Geometry (Å):
Ru  0.33  0.04  0.06
O  1.67  2.30  -3.12
C  1.39  1.70  -1.84
O  0.70  0.55  -2.04
C  2.79  1.46  -1.19
O  2.69  0.53  -0.12
C  3.15  0.87  1.18
C  2.07  1.36  2.18
O  2.47  2.08  3.09
O  0.88  0.92  2.02
H  1.17  1.70  -3.70
H  3.42  1.01  -1.97
H  3.25  2.39  -0.85
H  3.54  -0.06  1.61
H  3.96  1.60  1.14
C  1.67  5.03  0.70
Si  1.04  4.55  -1.01
C  -0.54  5.52  -1.35
C  2.32  5.07  -2.27
C  0.60  2.71  -0.98
H  1.90  6.10  0.75
H  2.57  4.48  0.96
H  0.93  4.80  1.47
H  -0.35  6.59  -1.43
H  -1.26  5.36  -0.54
H  -1.00  5.19  -2.28
H  2.62  6.10  -2.07
H  1.93  5.00  -3.29
H  3.21  4.44  -2.23
H  -0.45  2.60  -1.27
H  0.65  2.44  0.08
C  0.81  -2.44  2.39
C  -0.07  -2.72  1.18
C  -1.53  -2.45  1.59
C  0.31  -1.75  0.04
C  0.04  -4.16  0.69
C  -0.74  -4.58  -0.39
C  -0.68  -5.87  -0.88
C  0.18  -6.80  -0.29
C  0.96  -6.40  0.78
C  0.89  -5.10  1.26
H  0.70  -1.40  2.69
H  1.87  -2.60  2.16
H  0.54  -3.08  3.24
H  -1.60  -1.41  1.94
H  -1.84  -3.12  2.39
H  -2.22  -2.57  0.75
H  0.42  -2.25  -0.94
H  -1.40  -3.87  -0.87
H  -1.29  -6.16  -1.72
H  0.24  -7.81  -0.68
H  1.64  -7.11  1.24
H  1.52  -4.82  2.10
O  -1.84  0.96  -0.01
N  -2.91  0.26  -0.02
C  -3.64  0.12  1.11
C  -4.79  -0.64  1.11
C  -5.20  -1.29  -0.05
C  -4.42  -1.15  -1.19
C  -3.28  -0.38  -1.16
H  -3.24  0.65  1.96
H  -5.35  -0.73  2.03
H  -6.09  -1.90  -0.06
H  -4.68  -1.64  -2.11
H  -2.59  -0.22  -1.98

multiplicity = 2
⟨S²⟩ = 0.808
net charge = -1
E_HOMO (spin up / spin down) = -3.077 / -3.300 eV
M = 548.67 Da
electronic energy = -1786.7216 Ha
LUMO energy (spin up / spin down) = 2.400 / 2.433 eV
energy relative to the best compared isomer or geometry (same formula, charge and spin) = 32.3 kJ/mol

Atomic partial charges in e from the Löwdin method, atoms 1 to 2:
1. Ru 1.15
2. O -0.05

---

(4)
Entry from the OMol25 dataset: a structure of composition C23H34AsBN7O3Ti at a distorted geometry (the ωB97M-V functional and the def2-TZVPD basis).

Geometry (Å):
Ti  -0.35  0.36  0.31
C  -3.26  2.56  2.57
C  -2.31  1.55  2.49
N  -1.65  1.63  1.33
N  -2.17  2.67  0.66
C  -3.13  3.25  1.38
B  -1.58  3.11  -0.68
N  -0.06  3.21  -0.43
C  0.75  4.26  -0.59
C  2.01  3.93  -0.11
C  1.87  2.62  0.34
N  0.61  2.20  0.14
N  -1.81  1.96  -1.67
C  -2.37  1.95  -2.89
C  -2.38  0.64  -3.35
C  -1.78  -0.09  -2.33
N  -1.45  0.72  -1.32
H  -3.95  2.76  3.36
H  -2.07  0.80  3.23
H  -3.67  4.10  1.02
H  -2.02  4.14  -1.06
H  0.39  5.18  -1.00
H  2.88  4.55  -0.10
H  2.61  1.98  0.79
H  -2.74  2.83  -3.37
H  -2.77  0.27  -4.27
H  -1.57  -1.15  -2.28
C  0.97  0.88  3.10
O  0.99  -0.02  1.99
C  1.55  -1.27  2.37
C  1.84  -2.14  1.14
O  0.65  -2.25  0.39
C  0.76  -3.13  -0.72
H  1.99  1.21  3.34
H  0.53  0.40  3.98
H  0.37  1.74  2.81
H  0.86  -1.80  3.04
H  2.50  -1.10  2.90
H  2.18  -3.13  1.49
H  2.64  -1.69  0.53
H  1.05  -4.13  -0.40
H  1.49  -2.75  -1.44
H  -0.22  -3.16  -1.19
C  -1.81  -3.97  1.50
As  -2.60  -2.18  1.40
C  -3.31  -1.82  3.19
C  -4.11  -2.25  0.16
O  -1.55  -0.99  0.92
H  -2.48  -4.61  2.08
H  -0.84  -3.92  1.98
H  -1.70  -4.38  0.50
H  -3.94  -2.66  3.47
H  -3.92  -0.91  3.18
H  -2.51  -1.71  3.92
H  -4.82  -3.00  0.49
H  -3.74  -2.50  -0.83
H  -4.59  -1.27  0.13
N  1.09  -0.05  -0.95
C  2.06  -0.14  -1.59
C  3.23  -0.23  -2.33
C  3.69  0.91  -3.02
C  4.86  0.83  -3.74
C  5.58  -0.36  -3.81
C  5.13  -1.48  -3.13
C  3.97  -1.43  -2.38
H  3.13  1.83  -2.96
H  5.23  1.70  -4.26
H  6.48  -0.40  -4.39
H  5.70  -2.40  -3.17
H  3.64  -2.29  -1.82

multiplicity = 2
⟨S²⟩ = 0.752
net charge = +2
E_HOMO (spin up / spin down) = -13.343 / -14.298 eV
M = 590.17 Da
electronic energy = -4615.5906 Ha
LUMO energy (spin up / spin down) = -5.476 / -5.541 eV
energy relative to the best compared isomer or geometry (same formula, charge and spin) = 96.6 kJ/mol

Atomic partial charges in e from the Löwdin method, atoms 1 to 2:
1. Ti 0.95
2. C -0.02